Entry 1:
Formula: C25H3AuF15GeN2O6S
Source: the Open Molecules 2025 dataset
Level of theory: ωB97M-V with the def2-TZVPD basis set

Geometry as XYZ:
```
54
Properties=species:S:1:pos:R:3:forces:R:3
C 0.998540 -1.582140 0.396171 -0.011 -0.006 0.034
C 0.035055 0.601052 -5.074748 -0.024 -0.134 0.034
F 4.123251 3.087692 5.823614 -0.058 -0.027 -0.073
C 0.088394 -1.077491 2.508350 -0.006 -0.037 -0.003
F 0.083409 3.415422 3.497102 0.062 -0.002 0.046
C -0.903009 -0.942660 -3.281001 0.004 -0.026 0.051
C -1.221591 3.443495 1.023197 -0.042 -0.016 -0.037
N -1.953131 -2.381694 -1.583293 0.019 0.105 -0.118
C -0.195560 -3.159308 -4.741881 -0.038 0.098 0.049
F -2.558459 5.391662 1.189779 0.014 -0.034 -0.002
C 0.464657 -3.353923 1.909604 -0.031 -0.073 0.034
O -2.116863 -1.394430 -0.897718 0.006 -0.211 -0.225
C -1.070305 2.064886 1.018682 0.125 0.067 0.032
C -0.878290 -3.352534 -3.556529 -0.007 -0.079 0.030
C 0.021349 -2.419539 2.829900 -0.024 -0.011 0.059
F 4.963806 1.136507 4.127921 -0.057 0.019 -0.011
O -0.030836 1.592674 -4.262805 -0.049 0.211 0.045
C 0.580258 -0.621683 1.298959 0.107 0.067 -0.147
O -0.209057 -5.426690 -5.139587 -0.039 -0.137 0.050
O -2.357282 -3.491639 -1.306490 -0.014 -0.174 0.092
Au 0.892652 1.736953 -2.422440 -0.001 -0.039 -0.104
C 2.937180 1.313350 2.912562 0.026 0.010 0.032
C 3.340729 2.695356 4.815238 0.041 -0.002 0.025
C -3.478657 1.898902 1.257719 -0.033 -0.017 -0.038
C 1.295218 2.845062 3.588866 -0.138 0.000 0.047
C -0.242284 -0.781677 -4.489679 -0.022 -0.045 -0.008
H -1.133880 -4.339533 -3.203300 0.019 0.033 -0.005
F -0.465425 -2.826026 4.007747 0.031 0.030 -0.065
F 0.413767 -4.654202 2.203724 0.003 0.102 -0.031
C 3.765638 1.702350 3.950314 0.008 0.000 0.032
F -4.780058 3.851824 1.431111 0.071 -0.033 -0.027
C 0.953021 -2.936683 0.685664 -0.017 -0.018 -0.024
Ge 0.762164 1.326123 0.998183 -0.132 -0.071 0.408
F 3.395683 0.344521 2.104557 -0.032 0.049 -0.001
C 1.686976 1.872154 2.690045 0.111 -0.043 -0.199
O 0.231200 0.667868 -6.274648 0.024 0.007 -0.082
F 1.676580 4.219951 5.478393 0.016 -0.051 -0.030
O 0.890284 -4.175924 -6.497451 0.078 0.018 -0.126
F -0.145601 4.229219 0.915193 -0.021 0.014 0.015
C -3.584488 3.276924 1.288703 -0.050 -0.001 0.008
C -2.229551 1.313669 1.119787 -0.027 -0.147 -0.021
S 2.091952 2.041652 -0.528965 0.078 0.036 -0.021
H 0.615132 -1.777595 -6.177304 -0.014 0.007 0.006
C 2.096624 3.269984 4.635751 -0.024 0.007 0.036
N 0.193537 -4.347209 -5.521548 -0.021 0.057 0.035
C 0.113167 -1.902703 -5.228963 0.029 0.002 0.003
F -4.580287 1.148535 1.356647 0.059 0.034 0.007
F -2.193887 -0.024667 1.083084 -0.050 0.508 0.411
H -1.180288 -0.085918 -2.683830 -0.033 0.002 -0.031
F 1.461746 -1.234583 -0.807300 -0.001 -0.040 -0.002
C -2.450133 4.060235 1.165745 0.010 0.004 -0.047
F -0.368095 -0.197508 3.418293 0.021 -0.037 -0.038
C -1.217624 -2.219022 -2.847451 0.076 0.005 -0.108
F 1.372662 -3.841023 -0.203674 -0.024 0.018 0.002
```
Positions in Å, forces in eV/Å.

Results
Kohn-Sham gap (eV): 7.53
Total charge: -1
E_LUMO (eV): 1.2166

=====

Entry 2:
Formula: H14NO10Zn2
Source: the Open Molecules 2025 dataset
Level of theory: ωB97M-V with the def2-TZVPD basis set

Geometry as XYZ:
```
27
Properties=species:S:1:pos:R:3:forces:R:3
O -1.070011 0.778408 -0.265317 0.085 0.545 0.346
O 0.032552 2.006985 4.125893 0.208 -0.264 0.620
H 3.298777 -1.251500 1.849961 0.222 0.097 -0.284
H 2.682417 -2.668313 1.844844 0.135 -0.181 -0.209
H -0.069602 2.589306 -0.982122 -0.228 0.264 -0.162
H -1.862600 1.758368 -1.953988 -0.127 -0.064 -0.263
H 0.202511 3.732378 -1.947358 0.038 -0.048 -0.090
O 0.635683 3.008695 -1.476322 0.233 -0.177 0.227
O -2.208714 2.309686 -2.660042 0.049 -0.062 0.154
H -2.560352 1.700739 -3.318847 -0.054 0.127 -0.064
Zn -1.237846 0.690815 3.484139 0.631 0.551 -1.726
O 0.741732 -0.295334 -0.077841 0.295 0.513 1.239
H -4.075380 -0.059666 -0.652239 -0.111 0.002 0.073
H 0.404672 -3.824454 0.370891 0.300 -0.043 0.162
O -3.685785 -0.529795 0.095439 0.173 -0.149 0.276
H 0.537351 1.898390 4.953501 -0.204 0.130 0.092
H -2.787167 -0.199996 0.162136 -0.186 0.171 -0.309
O 2.864743 -1.903169 1.279621 0.057 0.061 0.044
Zn 2.210439 -1.757474 -0.610916 -0.804 0.228 0.691
O -0.340324 0.416268 1.712710 0.882 -0.278 1.666
H 0.496553 2.702363 3.620887 -0.329 -0.053 -0.238
N -0.203119 0.338222 0.436148 -1.333 -1.093 -1.751
H 1.925466 -2.322288 -3.137599 0.238 0.139 -0.047
H 0.279992 -3.290854 -1.061415 -0.052 -0.228 0.091
H 1.163829 -0.980171 -2.989737 0.149 0.320 0.306
O 1.769512 -1.583137 -2.523511 0.057 -0.577 -0.175
O 0.854670 -3.264470 -0.278916 -0.325 0.068 -0.668
```
Positions in Å, forces in eV/Å.

Results
Kohn-Sham gap (eV): 4.15
Total charge: +3
E_LUMO (eV): -14.1074

=====

Entry 3:
Formula: C20H19N3ORbS2Se4
Source: the Open Molecules 2025 dataset
Level of theory: ωB97M-V with the def2-TZVPD basis set

Geometry as XYZ:
```
50
Properties=species:S:1:pos:R:3:forces:R:3
N -0.591728 3.193395 3.374113 0.175 0.102 -0.002
S -2.175035 0.695661 3.432517 -0.076 -0.044 0.095
C 5.161768 -0.293894 0.564798 -0.015 -0.009 -0.043
H 3.921175 2.793059 -0.671062 0.018 -0.016 -0.016
H 5.539613 0.707262 2.425029 0.005 0.000 0.005
C -3.674021 4.806966 4.625773 -0.008 -0.009 -0.007
C -2.789906 2.293852 3.856644 0.128 -0.063 -0.017
C 0.955788 2.364415 1.675781 0.412 0.119 -0.260
H -1.686379 5.475079 4.139681 -0.023 0.016 0.003
H 7.133743 0.585755 0.589550 -0.002 0.003 0.010
H 3.859282 4.081301 1.492333 -0.006 0.001 0.005
Se -0.556546 0.396700 -3.877734 -0.101 0.205 0.106
Se 1.088111 -1.216670 -3.267742 0.312 -0.100 0.106
C 6.387544 0.237305 -0.125242 -0.035 0.009 0.016
H 4.441896 -1.328517 -1.183779 0.011 0.000 0.032
C -1.917861 3.377955 3.808582 -0.202 -0.006 0.024
C 4.863101 0.059641 1.878271 -0.007 0.000 -0.018
O 0.472744 -2.310306 1.456463 -0.266 -0.339 -0.029
Se 3.114187 -0.005551 -3.280677 -0.220 -0.035 -0.097
H -5.566653 3.862446 4.987586 -0.003 0.001 0.001
C -4.103232 2.476542 4.252571 -0.026 0.064 0.018
H 6.117448 1.073172 -0.775210 0.000 -0.007 -0.022
C 3.105684 2.696556 0.031758 -0.038 0.054 0.164
H 3.452751 -0.084916 3.499996 0.024 0.013 0.005
H 6.838014 -0.525283 -0.759620 0.011 0.005 -0.008
C -0.252857 2.155426 2.513584 -0.297 -0.272 0.064
N -0.876841 1.050228 2.414134 0.088 0.040 -0.019
S 1.330511 -1.781797 2.545496 0.466 0.058 0.362
H 2.815524 -2.936887 4.034302 0.001 0.008 0.000
C 2.062488 1.821151 -0.253864 0.006 -0.097 -0.206
C 3.106067 -1.554527 0.461129 -0.113 -0.058 0.007
C 3.698330 -0.384094 2.486373 -0.057 -0.011 0.053
C 4.268388 -1.100114 -0.139231 0.070 0.031 0.053
Rb -0.700093 -0.634502 -0.321723 0.030 0.204 -0.126
H 1.229344 -3.747273 3.856921 0.008 -0.027 0.011
C -4.544651 3.730708 4.659075 0.006 -0.026 -0.012
H -0.118287 4.057545 3.157937 -0.016 -0.017 0.046
Se -2.547224 -0.353480 -2.880299 -0.161 -0.007 -0.349
H 2.393843 -2.147156 -0.101401 0.015 0.000 0.000
C 3.058489 3.406829 1.215065 0.066 -0.039 -0.093
C 1.965953 3.239397 2.055745 -0.120 0.039 0.154
C 2.041423 -3.246003 3.333240 -0.067 0.103 -0.042
C -2.368704 4.633353 4.184797 0.073 0.014 -0.035
N 1.017235 1.656362 0.547724 -0.090 0.025 0.069
H -4.778422 1.630031 4.250998 -0.006 0.000 -0.001
H -4.008178 5.789829 4.930119 0.000 0.003 0.001
H 1.922998 3.759846 3.004951 0.028 0.006 -0.016
H 2.452392 -3.885320 2.553477 0.001 0.010 -0.014
H 2.095374 1.243545 -1.179986 -0.022 -0.023 0.049
C 2.837781 -1.207291 1.775487 0.022 0.070 -0.026
```
Positions in Å, forces in eV/Å.

Results
Relative energy (zero: lowest compared OMol25 entry of this formula, charge and spin) (kcal/mol): 6.2
Kohn-Sham gap (eV): 4.35
Total charge: -1
E_LUMO (eV): 1.7759

=====

Entry 4:
Formula: C22H52N4O13P3
Source: the Open Molecules 2025 dataset
Level of theory: ωB97M-V with the def2-TZVPD basis set

Geometry as XYZ:
```
94
Properties=species:S:1:pos:R:3:forces:R:3
C -4.171129 1.956973 -2.596947 0.149 -0.160 0.281
C 3.943853 -6.536655 1.294385 -0.133 0.066 0.205
H 1.505086 8.368386 -0.249445 0.054 0.182 0.135
P -3.537531 -1.311371 -3.812430 -4.973 -1.894 3.299
H 6.771290 8.833133 2.385004 -0.101 0.129 0.149
H -0.278012 -0.196705 -1.402507 0.011 -0.029 -0.066
N -2.043655 1.303475 2.294106 -0.546 0.322 0.416
H -4.705726 -3.209180 -5.406259 0.128 0.033 0.092
H 0.922184 6.072065 -0.263485 -0.030 0.116 -0.023
O 2.825193 -6.407331 -1.758036 -0.522 -1.261 -2.748
H -0.211455 -8.189646 0.443243 0.235 0.088 -0.077
H 4.151984 6.769233 4.568519 0.008 0.140 -0.103
H -1.906212 -8.148590 -2.094444 -0.023 -0.155 0.016
N 0.270948 3.330883 1.356275 0.815 0.663 0.079
H -5.328439 1.552176 -4.345751 0.089 -0.151 -0.153
O 4.258586 9.097906 3.656862 -2.780 0.776 1.221
C -1.296538 0.004779 -1.742056 -0.092 0.036 0.099
C -0.623032 -5.229809 -2.905154 -0.124 0.000 0.142
O 0.593905 -8.303089 -1.492327 0.919 0.258 -2.337
H 4.065927 -7.908129 -0.372170 -0.060 0.114 -0.081
C 6.754139 9.614522 1.626261 0.076 -0.170 -0.164
H -4.846464 -4.179284 -2.954880 0.156 -0.011 -0.160
P 3.517662 8.535767 2.512772 4.511 -1.812 -3.735
H 1.278196 -4.495992 -2.197702 0.083 -0.141 0.077
H -1.635788 -5.357422 -2.522050 -0.015 -0.017 -0.037
C -4.819519 0.988119 -3.565855 -0.301 0.671 0.173
C -0.442301 2.451952 1.215297 -0.889 -0.543 -0.051
C -1.795406 -8.038231 -1.016448 -0.009 0.349 0.019
C 2.248986 5.883019 4.068560 -0.012 -0.126 -0.150
C -0.457619 -8.570802 -0.544057 -0.680 -0.316 0.147
H 7.170019 9.181013 0.715339 0.022 0.023 -0.004
H -0.092430 -4.030337 -1.202186 0.008 -0.085 0.112
H -1.615693 -2.508811 4.248134 0.441 -0.389 -0.216
H 5.032578 -6.516125 1.349686 0.000 -0.012 0.012
P 1.612260 -7.102099 -1.289024 -0.140 1.380 5.846
H 3.596437 -5.610668 0.836745 0.093 -0.058 -0.209
H 3.547496 -6.557769 2.311570 0.032 -0.015 0.015
H -6.580074 -4.002972 -3.136369 -0.017 -0.028 -0.017
C -5.648688 -4.127789 -3.690849 -0.148 0.061 0.198
C 1.328623 6.449272 0.676730 0.192 -0.220 0.161
H -3.144074 -0.683187 3.374507 -0.186 -0.210 0.457
C 2.072766 7.748662 0.443993 -0.427 -0.319 -0.491
H -3.957243 1.473037 -1.643275 0.041 -0.064 -0.041
H 0.408215 -1.156959 2.548144 0.607 -0.096 0.215
O 4.425364 9.022132 1.246284 -0.405 0.011 0.074
H 1.990408 5.679397 1.067655 0.024 0.042 0.068
O 2.177156 8.526692 1.650400 -0.876 0.866 2.216
H -0.333055 -6.170340 -3.377764 0.106 0.067 -0.053
H -1.483986 -2.002552 2.466701 -0.448 -0.738 0.218
N -0.317429 0.398118 3.687697 0.934 -0.360 -2.482
H -1.905997 -6.981619 -0.776599 0.066 0.025 -0.051
H -2.607626 -8.567808 -0.516478 0.059 -0.102 -0.031
C 3.465424 -7.750389 0.521385 0.185 0.194 0.126
O -3.844280 0.182523 -4.256459 2.308 -0.385 -1.048
H -5.693523 -5.073980 -4.230325 -0.015 0.007 -0.011
H -2.902995 1.833239 2.354643 -0.165 -0.234 -0.272
H 1.857147 5.137603 3.374185 -0.019 0.036 -0.030
H 3.569725 -8.643859 1.138058 -0.148 -0.029 -0.013
H -2.350387 -1.410073 -0.506366 -0.123 -0.013 -0.033
C 5.345131 10.113224 1.373075 0.347 0.018 0.079
H -4.845255 2.789563 -2.391791 -0.014 0.006 -0.123
H -6.383001 -2.763035 -5.174911 0.004 0.161 0.056
H 5.023724 10.797962 2.155475 -0.035 -0.113 0.107
H -3.233285 2.344645 -2.994179 -0.085 0.096 -0.106
O 0.561016 -5.924882 -0.872355 0.005 -0.416 -0.375
H -1.694215 0.831262 -1.156529 -0.045 0.078 -0.121
H 0.824738 -1.412867 4.241307 -0.310 0.189 0.475
C -1.573440 0.452267 3.212314 0.808 -0.717 2.322
H -1.262181 0.331275 -2.782087 0.102 -0.097 -0.024
H 0.377288 0.978321 3.221644 -0.084 0.325 0.313
N -2.244282 -0.567202 3.836879 -1.349 0.355 -2.289
H 0.515449 6.582130 1.390612 -0.079 0.081 -0.104
O 3.830089 6.933758 2.524434 -0.556 0.362 0.078
O -2.811762 -2.570355 -4.057934 2.083 1.613 -1.746
O 2.079301 -7.635669 0.186243 -0.186 -0.138 -0.265
H 2.166380 5.480317 5.079258 0.026 0.060 0.023
H 3.046989 7.565621 -0.000787 0.122 0.126 0.179
H 7.402223 10.430908 1.946045 -0.004 0.008 -0.015
O -5.092934 -1.771669 -3.946798 0.235 0.299 -0.223
C 3.698989 6.211726 3.746850 0.003 -0.162 0.373
H -5.562942 0.374020 -3.065382 0.103 -0.223 -0.088
H 4.272083 5.291381 3.630646 0.034 0.046 -0.124
H -0.510102 -9.656471 -0.474567 0.216 -0.006 -0.097
C 0.051611 -1.056356 3.572261 -0.380 -0.398 -0.540
H 5.312953 10.665105 0.432893 -0.117 -0.103 -0.057
C -5.450651 -2.970609 -4.649820 -0.063 -0.354 0.089
H 1.614155 6.767676 3.988543 0.030 0.026 0.121
C -1.352537 -1.757911 3.516248 0.325 1.511 1.023
O -1.314281 1.464417 1.111471 0.421 0.288 0.441
C -2.167129 -1.230736 -1.570837 0.330 -0.119 0.102
H -0.648422 -4.446071 -3.662790 -0.011 -0.008 -0.003
C 0.331500 -4.851361 -1.785613 -0.013 0.280 -0.341
O -3.439410 -1.091849 -2.186412 0.286 0.426 -0.437
H -1.653042 -2.113043 -1.958854 -0.093 -0.013 -0.087
```
Positions in Å, forces in eV/Å.

Results
Kohn-Sham gap (eV): 6.21
Total charge: +1
E_LUMO (eV): -5.3612

=====

E_HOMO for every record listed, in sequence, given in Eh: -0.2321; -0.6711; -0.0945; -0.4253.